Entry 1:
The following is a DFT calculation (ωB97M-V with the def2-TZVPD basis set) of a cluster of 9 separate species, C30H81N3O15 in total at a distorted geometry.

Values from the calculation:
- Relative energy (zero: lowest compared OMol25 entry of this formula, charge and spin): 506.1 kJ/mol
- E: -2484.0203 Ha
- HOMO: -8.4 eV
- HOMO-LUMO gap: 8.8 eV
- Structure (SMILES): COCCNCCOC.COCCNCCOC.COCCNCCOC.OCCO.OCCO.OCCO.CCO.CCO.CCO

```
! RIJCOSX wB97M-V def2-TZVPD def2/J DEFGRID3
* xyz 0 1
C -11.221 -11.847 -18.055
O -12.321 -11.228 -18.607
C -12.989 -12.051 -19.519
C -14.041 -11.240 -20.270
N -14.436 -11.907 -21.452
C -15.511 -11.167 -22.120
C -15.812 -11.867 -23.434
O -16.710 -12.731 -23.434
C -17.115 -13.189 -24.787
H -10.685 -11.118 -17.352
H -10.485 -12.255 -18.700
H -11.620 -12.572 -17.406
H -13.470 -12.872 -18.992
H -12.232 -12.480 -20.273
H -13.594 -10.326 -20.530
H -14.836 -11.154 -19.575
H -14.741 -12.824 -21.248
H -15.247 -10.143 -22.257
H -16.340 -11.066 -21.383
H -14.846 -12.194 -23.840
H -16.159 -11.055 -24.146
H -17.151 -14.257 -24.830
H -16.367 -12.921 -25.559
H -18.004 -12.766 -25.130
C -22.087 -16.258 -18.834
O -20.979 -17.086 -18.982
C -19.998 -16.906 -17.931
C -19.228 -15.635 -18.284
N -18.146 -15.565 -17.289
C -17.533 -14.269 -17.332
C -16.122 -14.307 -16.809
O -15.263 -14.687 -17.587
C -13.944 -14.773 -17.096
H -21.998 -15.178 -18.641
H -22.748 -16.597 -18.060
H -22.734 -16.371 -19.744
H -19.381 -17.824 -17.879
H -20.430 -16.727 -16.986
H -19.802 -14.733 -18.375
H -18.768 -15.910 -19.220
H -17.466 -16.299 -17.541
H -18.178 -13.502 -16.868
H -17.454 -13.942 -18.408
H -16.101 -14.769 -15.830
H -15.798 -13.247 -16.656
H -13.522 -13.731 -16.954
H -13.314 -15.219 -17.815
H -13.807 -15.254 -16.130
C -18.223 -8.363 -21.001
O -16.867 -8.491 -21.377
C -16.077 -7.383 -21.018
C -14.717 -7.657 -21.597
N -13.940 -6.500 -21.631
C -12.596 -6.896 -21.981
C -11.709 -5.759 -21.981
O -11.642 -4.879 -22.840
C -12.464 -3.775 -22.541
H -18.853 -9.235 -21.166
H -18.735 -7.643 -21.563
H -18.229 -8.166 -19.941
H -16.064 -7.246 -19.937
H -16.453 -6.478 -21.473
H -14.855 -8.000 -22.623
H -14.245 -8.458 -20.997
H -13.845 -5.986 -20.727
H -12.611 -7.383 -22.987
H -12.283 -7.695 -21.237
H -10.722 -6.173 -21.784
H -11.786 -5.261 -21.004
H -12.155 -3.301 -21.628
H -13.499 -3.898 -22.508
H -12.202 -3.099 -23.402
C -19.046 -10.594 -18.582
C -17.614 -10.827 -18.698
O -17.181 -11.159 -17.450
H -19.499 -10.477 -19.529
H -19.228 -9.721 -17.932
H -19.586 -11.473 -18.249
H -17.164 -10.006 -19.148
H -17.607 -11.618 -19.430
H -16.234 -11.101 -17.346
C -22.466 -12.370 -19.190
C -22.613 -10.956 -19.153
O -22.315 -10.459 -17.854
H -22.474 -12.714 -20.225
H -23.247 -12.712 -18.580
H -21.540 -12.816 -18.841
H -23.574 -10.478 -19.420
H -21.863 -10.566 -19.813
H -23.143 -10.109 -17.518
C -16.289 -15.190 -21.888
C -16.081 -14.645 -20.575
O -14.784 -14.656 -20.161
H -15.607 -14.657 -22.561
H -17.306 -15.069 -22.161
H -16.006 -16.183 -22.027
H -16.619 -15.270 -19.955
H -16.479 -13.659 -20.523
H -14.823 -14.421 -19.209
C -19.303 -13.098 -21.270
C -20.279 -13.618 -22.224
O -21.078 -14.647 -21.653
O -18.570 -12.061 -21.874
H -18.802 -13.838 -20.739
H -19.852 -12.553 -20.485
H -19.747 -13.999 -23.070
H -20.995 -12.865 -22.497
H -20.478 -15.418 -21.537
H -17.876 -12.400 -22.425
C -19.776 -10.260 -24.193
C -20.748 -9.946 -23.173
O -20.649 -8.611 -22.899
O -18.468 -9.925 -23.824
H -19.905 -9.790 -25.138
H -19.682 -11.335 -24.393
H -20.561 -10.453 -22.286
H -21.792 -10.169 -23.467
H -20.987 -8.509 -22.000
H -18.366 -10.386 -23.020
C -17.622 -18.345 -20.647
C -18.504 -17.892 -21.742
O -19.467 -17.021 -21.249
O -18.491 -19.141 -19.806
H -17.274 -17.447 -20.102
H -16.735 -18.878 -20.973
H -18.986 -18.728 -22.190
H -17.950 -17.401 -22.554
H -19.834 -17.411 -20.435
H -18.090 -19.352 -18.956
*
```

***

Entry 2:
The following is a DFT calculation (ωB97M-V with the def2-TZVPD basis set) of a structure of composition C31H46O24 at a distorted geometry.

Values from the calculation:
- Relative energy (zero: lowest compared OMol25 entry of this formula, charge and spin): 6001.8 kJ/mol
- E: -3012.4642 Ha
- HOMO: -8.4 eV
- HOMO-LUMO gap: 8.4 eV

```
! RIJCOSX wB97M-V def2-TZVPD def2/J DEFGRID3
* xyz 0 1
C 3.425 2.201 0.572
C 3.566 0.744 0.765
O 4.120 0.193 -0.489
C 4.228 1.191 -1.369
O 4.566 1.126 -2.525
O 3.649 2.278 -0.813
H 4.186 2.714 1.160
H 2.436 2.528 0.894
H 2.582 0.317 0.960
H 4.173 0.676 1.668
C -3.459 0.212 -2.861
C -3.557 0.333 -1.399
C -2.592 -0.499 -0.662
O -1.997 0.455 0.239
C -2.530 1.727 0.058
O -2.084 2.604 0.724
O -3.262 1.712 -1.023
H -2.506 0.574 -3.247
H -4.330 0.716 -3.278
H -3.528 -0.829 -3.176
H -4.595 0.019 -1.284
H -1.984 -1.216 -1.214
H -3.099 -1.110 0.085
C 3.458 1.046 4.637
C 2.022 0.873 3.977
C 1.911 1.606 2.669
O 1.461 0.651 1.775
C 1.667 -0.532 2.306
O 1.570 -1.585 1.695
O 2.105 -0.424 3.516
H 3.667 0.145 5.214
H 3.618 1.977 5.181
H 4.216 1.175 3.865
H 1.133 1.022 4.590
H 2.788 2.234 2.509
H 1.029 2.243 2.730
C 0.034 3.260 -2.855
C 0.983 2.695 -1.749
C 2.331 3.442 -1.744
O 2.469 4.130 -0.466
C 1.324 3.884 0.226
O 1.127 4.418 1.318
O 0.463 3.023 -0.456
H -0.113 4.314 -2.619
H -1.008 2.959 -2.964
H 0.523 3.065 -3.809
H 1.181 1.624 -1.774
H 2.430 4.193 -2.528
H 3.098 2.727 -2.042
C 0.186 -4.282 -0.463
C -0.758 -4.298 0.703
C 0.026 -3.697 1.897
O -0.726 -2.651 2.348
C -1.768 -2.397 1.521
O -2.523 -1.447 1.566
O -1.801 -3.370 0.589
H -0.144 -4.927 -1.278
H 1.232 -4.568 -0.354
H 0.145 -3.295 -0.923
H -1.093 -5.333 0.770
H 0.920 -3.108 1.692
H 0.270 -4.433 2.663
C 0.197 1.210 0.504
C 0.857 -0.181 0.232
C -0.021 -1.417 0.223
O 0.287 -2.005 -1.010
C 1.097 -1.304 -1.808
O 1.518 -1.650 -2.850
O 1.357 -0.034 -1.108
H -0.640 1.463 -0.147
H 0.801 2.113 0.412
H 0.000 1.243 1.575
H 1.742 -0.303 0.858
H -1.068 -1.141 0.097
H 0.034 -2.023 1.128
C -3.235 -0.116 2.370
C -1.935 -0.273 3.168
C -0.615 -0.668 2.431
O 0.238 0.329 3.030
C -0.462 1.205 3.628
O -0.022 2.299 3.983
O -1.728 0.921 3.717
H -3.061 0.676 1.643
H -3.867 0.298 3.156
H -3.731 -0.922 1.829
H -2.025 -0.943 4.023
H -0.672 -0.646 1.343
H -0.374 -1.677 2.766
C -1.062 -2.181 -2.542
C -1.170 -1.508 -3.938
C -1.548 -2.248 -5.202
O -2.495 -1.444 -5.846
C -2.956 -0.450 -4.982
O -3.856 0.329 -5.167
O -2.322 -0.698 -3.762
H -0.081 -1.946 -2.131
H -1.219 -3.255 -2.640
H -1.811 -1.838 -1.828
H -0.383 -0.767 -4.077
H -2.036 -3.213 -5.064
H -0.597 -2.264 -5.734
*
```